No. 1
90
Properties=species:S:1:pos:R:3:lowdin_charge:R:1 method="wB97M-V/def2-TZVPD" e_tot_ha=-8122.6887 multiplicity=1 charge=-1 homo_ev=-6.13 orbital_gap_ev=7.0 e_above_lowest_kcal_mol=0.0
C 0.29 3.30 -5.45 -0.006
H -1.65 3.91 3.76 0.118
C 0.74 0.20 5.20 -0.046
H -3.88 -4.46 1.66 0.103
F 1.29 -1.60 0.55 -0.319
F 1.83 -3.93 -0.19 -0.216
C 4.78 2.68 1.39 -0.008
C -1.16 -0.62 4.01 -0.143
C 0.10 -0.05 4.00 0.001
H 1.73 0.64 5.18 0.113
C -0.11 3.07 -6.76 -0.085
C -2.35 -4.06 0.24 -0.008
H -2.86 1.70 -2.68 0.062
C -1.62 -4.52 -0.84 -0.133
H 3.39 2.48 -1.68 0.107
As 1.86 -3.11 1.32 0.741
F 2.90 0.48 -3.75 -0.264
F 1.81 -2.24 2.83 -0.250
C -1.25 -0.48 6.41 -0.065
O 2.14 1.00 -0.17 -0.023
H -3.71 1.13 -1.23 0.046
C 0.04 0.04 6.38 -0.074
H -1.15 1.67 -8.11 0.102
H 6.24 4.14 1.99 0.100
H -3.53 2.93 5.08 0.105
C 5.64 4.41 -0.04 -0.081
F 1.97 -1.55 -4.60 -0.253
C -4.14 1.62 3.53 -0.071
C -0.74 1.90 -7.13 -0.076
F 2.97 -2.83 -2.76 -0.218
H 0.63 0.17 3.08 0.117
Hg -0.02 -0.13 -0.63 1.272
N -0.73 -3.63 -1.58 -0.313
O -0.68 -2.47 -1.22 -0.014
C -0.99 0.94 -6.16 -0.053
H -4.29 -6.72 0.86 0.099
O -1.91 0.20 -1.57 -0.442
O 0.09 3.57 1.96 0.103
N -1.72 -1.11 2.75 -0.305
H -4.63 0.50 1.78 0.115
N -0.68 2.76 1.48 -0.317
H 0.51 0.34 7.31 0.103
C -2.25 3.11 3.35 -0.009
O 3.56 0.19 1.24 0.126
H 4.85 2.13 2.32 0.118
F 3.51 -2.72 1.08 -0.219
H -1.20 -6.28 -2.05 0.120
F 3.85 -0.64 -1.84 -0.238
F 0.18 -3.51 1.59 -0.246
C -3.04 0.80 -2.05 -0.313
N 3.15 1.07 0.53 -0.302
H -0.67 0.32 -4.12 0.121
O 1.40 3.42 -2.97 0.089
F 2.34 -4.58 2.11 -0.254
F 4.44 -1.44 -4.08 -0.253
H -3.64 0.13 -2.68 0.067
H 0.07 3.85 -7.49 0.101
H -2.25 -3.03 0.57 0.095
C -2.00 2.61 2.08 -0.140
H -1.79 -0.63 7.33 0.102
H -2.81 -1.27 5.16 0.117
O -0.08 -4.10 -2.48 0.118
C -3.31 2.60 4.07 -0.075
C 5.56 3.81 1.22 -0.080
C -3.59 -6.10 0.31 -0.083
O -2.81 -1.66 2.79 0.076
O -0.44 2.03 0.54 0.005
C -3.99 1.27 2.19 -0.057
C 0.17 2.26 -4.55 -0.134
H -2.91 -7.64 -1.00 0.101
H -4.97 1.26 4.13 0.107
C -0.50 1.09 -4.86 0.015
H 4.85 4.59 -1.97 0.109
O 0.41 1.59 -2.41 -0.014
F 1.46 -0.91 -2.31 -0.315
C -1.84 -0.79 5.20 -0.015
C 4.79 4.00 -1.06 -0.055
C 3.96 2.27 0.35 -0.133
C -1.81 -5.82 -1.29 0.002
C -2.89 1.74 1.48 -0.002
N 0.68 2.48 -3.19 -0.308
O -1.10 -0.89 1.73 0.018
C 3.97 2.90 -0.87 0.019
H -2.66 1.24 0.55 0.085
C -2.78 -6.60 -0.70 -0.084
As 2.96 -1.19 -3.22 0.729
H -1.63 0.07 -6.27 0.110
H 6.28 5.28 -0.14 0.100
H 0.81 4.22 -5.26 0.115
C -3.41 -4.79 0.74 -0.061



No. 2
297
Properties=species:S:1:pos:R:3:lowdin_charge:R:1 method="wB97M-V/def2-TZVPD" e_tot_ha=-5380.3138 multiplicity=1 homo_ev=-8.18 orbital_gap_ev=8.6 e_above_lowest_kcal_mol=23.4
H -4.69 -0.99 -0.32 0.102
H 0.34 -0.24 0.51 0.071
H 0.24 0.03 -6.12 0.121
C -3.09 5.60 1.63 -0.179
C 1.74 11.19 -0.63 -0.220
H -7.34 0.37 -1.21 0.084
O 0.92 -6.23 6.22 -0.094
H -4.00 -4.92 -2.72 0.104
H 8.56 -3.40 1.32 0.130
H 3.09 -3.30 -2.26 0.069
H -0.13 -3.30 -2.72 0.053
H -5.39 3.95 1.66 0.072
C -4.28 9.66 -6.59 -0.091
C 4.97 -2.28 -2.03 -0.318
O -6.67 -0.94 0.25 -0.185
N -2.91 5.96 -7.07 -0.051
N 2.94 -8.05 5.60 -0.093
H -4.14 -5.80 2.08 0.082
H 1.05 13.07 0.05 0.121
O -0.92 -9.25 -0.35 -0.097
H -5.17 -2.29 -4.05 0.101
H 3.45 7.66 2.75 0.079
C 4.04 -4.12 2.89 -0.185
H -1.36 -10.08 -0.18 0.102
H 1.08 -8.34 1.25 0.061
H -1.55 6.23 0.33 0.098
H -5.51 1.74 5.59 0.122
H -1.98 -2.25 2.33 0.105
H -6.84 -1.20 -1.79 0.066
H 2.56 -9.07 0.75 0.078
H -4.54 -4.36 0.16 0.050
H 0.91 6.94 -0.65 0.060
H -5.56 -0.18 -4.16 0.113
C 0.76 -10.18 8.32 -0.107
H 4.16 -3.19 -3.73 0.077
H -2.35 4.93 2.09 0.105
H -5.34 0.65 -0.15 0.102
H 1.42 2.01 -6.44 0.119
H 2.26 -6.86 3.29 0.105
C 2.42 9.15 -1.75 -0.215
H -0.54 -2.89 -0.20 0.110
H -0.14 2.33 -4.18 0.108
O 1.97 3.38 -9.04 -0.182
H -5.14 -0.09 4.22 0.118
C -3.76 6.35 -8.18 -0.201
H -3.25 10.02 -6.58 0.086
H -0.38 8.17 0.46 0.100
H 8.78 -1.83 0.47 0.121
H -1.33 9.33 1.35 0.113
H 2.07 -7.99 8.01 0.112
H -5.70 5.21 4.39 0.078
H 5.11 -0.73 -0.85 0.079
H 1.43 6.26 1.84 0.044
H -4.54 8.30 -8.93 0.113
C 3.73 -8.40 6.73 -0.186
H 0.55 9.78 -1.24 0.102
C 0.53 8.92 2.31 -0.221
O -3.20 -2.78 3.84 -0.220
H -2.27 -1.27 -0.23 0.098
O 1.74 -4.04 0.71 -0.203
H 1.00 -8.44 -2.88 0.071
C 4.67 -3.10 2.03 -0.227
C -4.51 -0.48 -4.07 -0.296
H 0.01 3.25 -9.74 0.107
H 3.19 -1.80 -3.19 0.064
C 2.73 -8.84 7.86 -0.170
H 3.27 -9.15 8.75 0.118
H 4.48 -9.17 6.53 0.118
H 2.37 1.65 3.30 0.101
H 1.26 1.83 -2.20 0.085
H 3.26 1.81 0.87 0.079
H -1.03 -5.86 5.87 0.098
H 4.45 -5.11 2.70 0.107
H 6.49 -2.37 0.11 0.089
C 3.26 4.51 2.38 -0.058
O -2.82 4.62 -4.45 -0.167
H -3.53 -2.74 -2.27 0.026
H -4.89 9.97 -5.74 0.082
H 2.51 -0.01 3.52 0.122
H -3.86 -0.23 1.75 0.091
H 0.84 -3.06 -4.20 0.068
H 0.52 -5.12 2.10 0.077
C -5.37 -0.37 0.25 -0.232
H 4.30 -6.78 4.67 0.119
C 3.26 -4.00 5.14 -0.102
O -3.87 4.95 0.61 -0.206
N -5.49 0.85 2.32 -0.028
H 2.95 3.94 3.26 0.064
H 2.70 0.50 -0.15 0.074
H 4.33 -2.10 2.30 0.118
H 0.88 -2.02 -0.82 0.108
C 4.30 -6.16 -0.67 -0.067
H 4.21 4.11 2.03 0.075
N 6.13 -3.19 2.08 -0.037
H -4.10 0.53 -2.18 0.055
C -0.84 2.99 0.03 -0.097
H 0.61 1.13 -8.67 0.119
H -0.31 -7.52 -2.31 0.073
H -1.28 0.99 -5.98 0.107
H 10.20 -0.48 2.08 0.083
H 6.12 -4.70 0.74 0.019
H 0.34 12.50 -1.44 0.126
H -3.01 -5.35 3.25 0.068
H -4.80 6.03 -8.07 0.116
H 4.30 -3.37 1.04 0.106
H -2.42 3.97 -7.60 0.112
H 2.02 10.74 0.32 0.098
C 1.69 1.00 -2.76 -0.102
H 6.08 -7.31 -0.33 0.110
H 0.27 9.14 3.34 0.137
C -3.71 0.45 -3.20 -0.051
H 3.78 -5.40 -0.08 0.048
H -2.92 -5.28 -1.34 0.107
N 0.43 2.07 -6.67 -0.058
H -0.59 6.70 2.19 0.082
H -3.96 1.01 3.71 0.104
H -3.58 1.43 -3.64 0.082
C -2.05 4.33 -5.60 -0.242
C -1.86 0.88 0.15 -0.186
C -0.47 -7.92 5.26 -0.043
H 2.77 0.95 -2.58 0.079
H 5.71 -1.73 -2.61 0.121
H -2.09 -0.12 3.50 0.079
O 8.63 -1.74 2.53 -0.177
N -0.34 -0.98 0.58 -0.046
O -2.92 -7.36 0.61 -0.064
O -4.51 -1.79 -3.56 -0.096
C 0.56 3.24 -8.79 -0.207
H 6.46 -1.20 1.48 0.118
C 0.13 1.90 -8.06 -0.191
H 0.69 -10.27 -1.09 0.107
H -1.15 4.95 -5.71 0.133
C 2.19 4.50 -9.81 -0.153
H -1.97 3.50 -2.76 0.061
H 1.74 4.46 -10.81 0.085
H 1.33 -6.00 0.84 0.068
C 1.32 -2.72 1.04 -0.190
C -3.69 -4.60 -1.72 -0.328
H -4.20 -3.78 5.33 0.087
H -2.14 -3.51 -4.35 0.093
C 2.09 8.19 -2.89 -0.196
H -1.37 -6.74 1.73 0.091
H 1.15 -7.67 -1.33 0.052
O 1.88 -9.94 7.46 -0.207
C -5.04 0.87 3.70 -0.223
H -3.87 4.14 -6.56 0.126
H 2.47 8.65 3.89 0.096
H 4.28 -7.54 7.11 0.128
C -6.09 4.22 4.64 -0.114
H -3.27 6.11 -9.12 0.118
H 1.77 5.31 -9.22 0.089
H -0.04 -5.95 4.44 0.086
C 3.77 -7.72 4.51 -0.198
H -1.80 3.28 -5.50 0.096
N -0.08 -0.63 3.51 -0.069
H -0.26 1.40 3.24 0.110
H 0.73 9.89 1.85 0.095
H -2.61 4.97 -2.38 0.084
C -0.16 -3.02 -3.77 -0.059
H -1.17 -0.50 -1.34 0.099
C -2.88 4.55 -6.80 -0.230
H -0.01 -9.42 8.22 0.075
H 0.56 0.97 4.74 0.120
O 1.08 7.20 -2.71 -0.180
C 3.75 -2.68 -2.86 -0.068
C -1.47 -0.54 -0.30 -0.159
H -8.40 -1.06 -0.97 0.087
H -5.17 -1.33 2.18 0.125
C 0.27 -2.21 0.06 -0.167
H 2.26 -8.77 5.41 0.110
C -4.91 -4.48 -0.86 -0.065
O -5.19 3.22 4.16 -0.190
H 1.64 -6.84 6.04 0.013
H -2.33 11.70 0.97 0.087
H -1.55 -0.82 5.00 0.111
H -5.02 3.28 0.13 0.079
H -1.08 4.83 -3.25 0.074
H -0.46 3.17 1.03 0.077
O 4.46 -1.39 -1.10 -0.110
O 6.45 -5.26 0.03 -0.081
H 3.77 -7.10 -0.53 0.054
H 4.35 -5.85 -1.71 0.077
N 1.41 10.17 -1.61 -0.050
C 5.63 -6.40 0.07 -0.316
H 3.36 9.68 -1.92 0.122
C -7.37 -0.70 -0.98 -0.084
O 1.74 0.59 1.64 -0.227
H 3.51 -3.76 6.17 0.092
H -0.04 -5.08 0.43 0.084
C 6.80 -2.18 1.14 -0.146
C -1.46 -0.90 3.92 -0.173
H 3.25 4.60 -10.01 0.090
H 1.09 -10.26 9.36 0.082
C -2.11 4.48 -3.21 -0.097
H -2.44 -3.91 5.38 0.068
H 2.15 -2.01 1.03 0.106
C -4.55 3.76 0.99 -0.113
C 0.62 12.20 -0.43 -0.199
H 2.95 7.56 -3.13 0.114
H 2.00 8.78 -3.80 0.123
H 5.32 -3.18 -1.51 0.089
O 1.51 1.07 -4.17 -0.167
H 3.43 5.54 2.69 0.046
H -1.01 -4.96 -4.26 0.105
C -1.15 -3.92 -4.56 -0.315
C -3.87 7.90 -8.15 -0.204
H 1.07 -2.65 2.10 0.110
C 1.81 -9.09 1.54 -0.101
H -6.10 4.24 5.73 0.087
O 1.63 8.12 2.11 -0.218
H -2.70 0.04 -3.09 0.062
H -0.65 -10.02 -2.24 0.112
C 2.95 -7.69 3.19 -0.162
C -5.69 1.94 4.53 -0.229
H -2.29 -8.01 0.28 0.040
H 3.16 9.43 2.46 0.091
H 3.66 -7.39 2.42 0.095
H -4.82 10.18 -7.38 0.073
H -0.50 -1.99 -3.77 0.055
C -2.23 6.78 0.99 -0.150
H -3.28 -2.41 5.93 0.081
C 2.16 4.53 1.30 -0.333
H 3.64 0.09 1.29 0.078
C 2.76 8.50 2.85 -0.074
H 2.68 4.75 0.36 0.101
C 0.47 0.72 3.68 -0.179
H -0.22 3.65 -0.58 0.075
H -1.85 3.41 -0.02 0.074
O -0.78 -3.89 -5.91 -0.076
H 6.37 -3.08 3.05 0.113
O 1.13 5.38 1.60 -0.069
C -3.08 -5.60 2.19 -0.061
N -1.33 7.36 2.00 -0.061
C -1.64 12.18 0.27 -0.121
H -2.82 7.49 0.40 0.125
H 2.82 -5.00 5.13 0.054
H 2.27 6.16 -1.49 0.088
H -3.86 3.07 1.47 0.068
C 0.45 -8.22 -1.96 -0.059
C 8.29 -2.34 1.30 -0.241
C -3.27 -3.22 5.21 -0.084
H -3.31 6.36 -6.23 0.104
C -4.94 -0.37 1.72 -0.182
C -0.08 -9.58 -1.42 -0.297
C 10.04 -1.45 2.53 -0.109
H 1.27 -10.02 1.38 0.080
H -2.00 0.94 1.23 0.109
C 1.21 6.43 -1.57 -0.128
H 2.61 8.58 -0.83 0.104
H 10.38 -1.44 3.56 0.085
C -0.19 -6.39 5.43 -0.326
H -4.10 -0.52 -5.07 0.112
C -2.44 -6.89 1.80 -0.369
H 0.56 5.57 -1.72 0.075
H -0.35 -8.46 6.20 0.053
H -2.01 11.93 -0.72 0.090
O 2.35 -8.99 2.88 -0.170
H 0.31 -11.15 8.11 0.086
H 5.40 -6.56 1.12 0.087
H -1.18 -3.08 3.61 0.111
H 0.27 -8.38 4.60 0.056
C -1.93 -2.31 3.42 -0.204
C -0.66 8.48 1.47 -0.232
O -0.38 11.63 0.43 -0.204
H -5.43 -5.44 -0.81 0.081
H 2.69 11.61 -0.97 0.120
H -6.76 1.82 4.38 0.119
H -0.96 1.86 -8.11 0.109
H 2.96 -4.17 2.75 0.103
C 1.85 0.72 3.05 -0.186
H -1.50 -7.98 4.91 0.064
H 2.46 -3.32 4.84 0.085
O -4.40 8.22 -6.83 -0.210
H -2.89 8.34 -8.31 0.113
H -2.57 -7.74 2.47 0.112
H -1.67 13.27 0.38 0.089
O -0.74 1.62 -0.32 -0.193
O -2.99 -3.40 -1.83 -0.106
H 1.84 3.49 1.21 0.084
C 0.84 -5.05 1.06 -0.121
H -1.55 -4.13 -6.43 0.079
H -2.76 1.25 -0.35 0.105
C 0.14 1.30 -4.40 -0.237
O 4.38 -3.80 4.29 -0.186
H 0.17 4.13 -8.31 0.106
H -3.64 5.90 2.52 0.108
H -6.50 0.95 2.27 0.117
C -0.19 1.01 -5.89 -0.197
H -5.56 -3.63 -1.08 0.069
H -2.88 -4.77 1.51 0.072
H -0.44 0.62 -3.78 0.094
H -7.05 4.16 4.14 0.089
H 10.74 -2.10 2.00 0.084
C 2.91 0.78 0.88 -0.080
H -0.11 -0.83 2.52 0.037
H 4.57 -8.46 4.42 0.119
H 1.41 0.03 -2.34 0.074



No. 3
16
Properties=species:S:1:pos:R:3:lowdin_charge:R:1 method="wB97M-V/def2-TZVPD" e_tot_ha=-416.9779 multiplicity=1 homo_ev=-8.34 orbital_gap_ev=8.6 e_above_lowest_kcal_mol=174.5
O -2.37 0.15 -0.06 -0.025
N 2.46 -1.31 -1.01 0.229
C 0.39 1.80 -0.15 -0.137
H 1.24 1.95 -0.76 0.047
H -0.54 -0.37 -1.14 0.217
H -2.38 1.09 -0.44 0.130
O 3.04 0.19 0.59 0.089
H -1.75 -1.66 1.48 0.089
H 0.77 2.26 0.75 0.093
H -1.35 -2.36 -0.07 0.040
C -1.05 -1.68 0.63 -0.048
N 2.67 -0.56 -0.20 -0.367
H -0.34 2.32 -0.81 0.083
H 0.00 -1.87 1.04 0.099
C -1.04 -0.31 -0.01 -0.501
C 0.23 0.37 0.17 -0.036



No. 4
29
Properties=species:S:1:pos:R:3:lowdin_charge:R:1 method="wB97M-V/def2-TZVPD" e_tot_ha=-591.6410 multiplicity=1 charge=+1 homo_ev="-12.85 / -12.85" orbital_gap_ev="8.3 / 8.3" e_above_lowest_kcal_mol=134.6
H 1.17 2.78 0.31 0.090
N 1.38 -0.55 0.47 -0.017
H 2.89 -1.65 0.05 0.150
C 3.26 0.48 -0.68 0.038
H -3.69 0.06 0.36 0.136
C 1.49 1.84 0.14 0.020
H -0.77 1.82 1.33 0.097
O -0.72 -1.62 -1.04 -0.059
H -3.07 1.94 -1.50 0.058
H -0.45 -3.36 -0.32 0.127
C 0.69 -1.80 0.82 -0.070
C 2.74 1.79 -0.42 0.024
H -2.82 0.16 -1.82 0.075
C -2.51 1.07 -1.31 -0.020
H -2.96 1.59 0.84 0.101
C 0.80 0.68 0.56 -0.233
H -0.02 -1.42 1.56 0.114
C -2.88 0.75 0.19 -0.279
H 1.46 -2.23 1.51 0.154
H -2.12 -0.31 1.85 0.092
H 3.25 2.63 -0.73 0.104
N -0.34 0.90 1.31 0.159
C 2.61 -0.60 -0.08 0.008
H 4.14 0.44 -1.15 0.073
H 0.91 -2.64 -1.08 0.082
C 0.17 -2.51 -0.42 -0.172
N -1.97 -0.08 0.90 0.053
H -1.26 -1.25 -0.36 -0.003
H -1.36 1.08 -1.30 0.096